C12H18NS | wB97M-V/def2-TZVPD

Values from the calculation:
- energy (Ha) = -920.5857
- maximum force (eV/Å) = 6.9
- Kohn-Sham gap (eV) = 9.324
- total charge = +1

Atoms and positions in Å:
1 C 2.10683 -0.21764 -1.78293
2 C 2.31797 -0.05061 -3.13616
3 C 0.86729 0.36663 -1.48258
4 C 0.14423 0.97745 -2.47640
5 C -1.27972 1.52461 -2.18965
6 C 1.11653 -1.85683 1.47442
7 C -0.23178 -1.40349 2.22621
8 C -1.33789 2.14797 -0.82082
9 C 0.08293 0.31389 0.44660
10 C 0.04083 -1.11113 0.74371
11 C 1.16011 1.18156 1.24234
12 C -0.61532 -1.89023 -0.43724
13 N -1.20168 1.00508 0.26884
14 S 1.05382 0.78197 -3.95943
15 H 2.78977 -0.71693 -1.12612
16 H 3.24342 -0.20204 -3.54967
17 H -1.60814 2.28666 -2.91023
18 H -2.10841 0.75808 -2.36183
19 H 1.96880 -1.34448 1.67213
20 H 1.39235 -2.85984 1.35203
21 H -0.90368 -2.19841 2.45341
22 H 0.06701 -0.81321 3.07297
23 H -0.49950 2.87337 -0.62207
24 H -2.28075 2.87047 -0.72791
25 H 2.11396 1.05396 0.83662
26 H 1.28551 0.79946 2.36444
27 H 0.97698 2.26338 1.23830
28 H 0.13371 -1.73241 -1.28304
29 H -1.54164 -1.36539 -0.79926
30 H -0.76418 -3.01200 -0.25079
31 H -1.41765 1.66014 1.06659
32 H -1.97860 0.44585 -0.03540